Entry from OMol25: a cluster of 9 separate species, C18H38N2O30S7 in total at a distorted geometry (the ωB97M-V functional and the def2-TZVPD basis).

Results
**HOMO energy**: -10.2 eV
**Frontier orbital gap**: 10.097 eV
**LUMO energy**: -0.1 eV
**Calculated total energy**: -159528.347 eV

Geometry (Å):
O  -18.6830  -8.6656  -15.1276
C  -18.2419  -7.7263  -15.7690
N  -18.4402  -7.5926  -17.0937
C  -17.2181  -6.7137  -15.2312
H  -18.9039  -8.3241  -17.6088
H  -18.1203  -6.7443  -17.5268
H  -17.6729  -5.9757  -14.5716
H  -16.5575  -6.2373  -15.9492
H  -16.5958  -7.3256  -14.5747
O  -13.4980  -7.2663  -15.9901
C  -14.1363  -7.2326  -17.0353
N  -14.5916  -6.0755  -17.5917
C  -14.6357  -8.4909  -17.6921
H  -14.1446  -5.2451  -17.2368
H  -15.0451  -6.1052  -18.4867
H  -15.7161  -8.5711  -17.5430
H  -14.0887  -9.3721  -17.3865
H  -14.6110  -8.3240  -18.7759
C  -20.8857  -8.3030  -20.0829
C  -20.8702  -8.4544  -21.6066
O  -22.0655  -7.7783  -22.0295
S  -22.7682  -6.8468  -20.9061
O  -24.0487  -7.4424  -20.6378
O  -22.7689  -5.4478  -21.2124
O  -21.6255  -7.1360  -19.7920
H  -19.8729  -8.1009  -19.7313
H  -21.2813  -9.1617  -19.5427
H  -21.0658  -9.4885  -21.8808
H  -19.9556  -8.0858  -22.0618
C  -20.3741  -11.5424  -14.6327
C  -21.3444  -10.4197  -14.2530
O  -22.3922  -10.5003  -15.2224
S  -21.6985  -10.7686  -16.6722
O  -20.8813  -9.6480  -17.0856
O  -22.5748  -11.4065  -17.6013
O  -20.7196  -11.8751  -15.9736
H  -20.4942  -12.4301  -14.0108
H  -19.3114  -11.2962  -14.6326
H  -20.9364  -9.4122  -14.3402
H  -21.7790  -10.5636  -13.2676
C  -17.2263  -6.3823  -22.9418
C  -15.8723  -5.8819  -22.4915
O  -15.5607  -6.5365  -21.2623
S  -16.9230  -6.8037  -20.4553
O  -17.1692  -5.8105  -19.4385
O  -17.0346  -8.2146  -20.1965
O  -17.9381  -6.4494  -21.7147
H  -17.0471  -7.3478  -23.4197
H  -17.6232  -5.6665  -23.6564
H  -15.7261  -4.8078  -22.3371
H  -15.0568  -6.1264  -23.1782
C  -18.3870  -7.5909  -11.0498
C  -17.5669  -6.4455  -11.7249
O  -16.7459  -6.0163  -10.6311
S  -16.2032  -7.2806  -9.7982
O  -16.0222  -6.9059  -8.4404
O  -15.1728  -7.9626  -10.5413
O  -17.5416  -8.1305  -10.0530
H  -18.5112  -8.3660  -11.8064
H  -19.3252  -7.2081  -10.6543
H  -18.1728  -5.5760  -11.9542
H  -16.9813  -6.9025  -12.5168
C  -13.9954  -4.8546  -11.6973
C  -14.0024  -5.1384  -13.2151
O  -15.2819  -4.6444  -13.6825
S  -15.6077  -3.2869  -12.8572
O  -17.0233  -3.0506  -12.8575
O  -14.7526  -2.1803  -13.1955
O  -15.1348  -4.0314  -11.4995
H  -13.1048  -4.3176  -11.3796
H  -14.0469  -5.8067  -11.1727
H  -13.9962  -6.1552  -13.5942
H  -13.2495  -4.5339  -13.7225
C  -13.3877  -8.8019  -12.9093
C  -12.7373  -9.9931  -13.5785
O  -13.8186  -10.9330  -13.5107
S  -15.2554  -10.2002  -13.7920
O  -16.1704  -10.7682  -12.8301
O  -15.5910  -10.2032  -15.1862
O  -14.7141  -8.7498  -13.3747
H  -12.8209  -7.9384  -13.2657
H  -13.3209  -8.8489  -11.8257
H  -11.8512  -10.3741  -13.0705
H  -12.3452  -9.8255  -14.5851
C  -17.9504  -11.0594  -17.7440
C  -17.3958  -12.4492  -17.8583
O  -17.3766  -12.6782  -19.2629
S  -18.7717  -12.0832  -19.8819
O  -19.7917  -13.0997  -19.8244
O  -18.5364  -11.4451  -21.1580
O  -19.0149  -11.0390  -18.6923
H  -17.2172  -10.2978  -18.0356
H  -18.3459  -10.7596  -16.7739
H  -18.1160  -13.1210  -17.3764
H  -16.4212  -12.5801  -17.3978

Cartesian forces (eV/Å) of the 3 atoms listed first:
O 0.0 0.2 0.5
C 1.1 0.1 -0.5
N 0.0 0.1 -0.1

=====

Entry from OMol25: a cluster of 6 separate species, C6H24N12O6 in total at a distorted geometry (the ωB97M-V functional and the def2-TZVPD basis).

Results
**HOMO energy**: -8.5 eV
**Frontier orbital gap**: 8.058 eV
**LUMO energy**: -0.5 eV
**Calculated total energy**: -36783.636 eV

Geometry (Å):
C  -4.0835  0.7311  0.7343
O  -4.3057  1.8680  1.0988
N  -3.2828  -0.1322  1.4332
N  -4.6014  0.2220  -0.4385
H  -2.8114  0.2562  2.2321
H  -3.3084  -1.1172  1.2565
H  -4.6641  -0.7549  -0.6548
H  -5.2660  0.8561  -0.8500
C  -0.7273  -2.1017  2.9689
O  -0.1155  -1.2924  3.6362
N  -0.6910  -2.1078  1.5934
N  -1.5011  -3.0898  3.5081
H  -1.1929  -2.8613  1.1559
H  -0.3394  -1.3719  1.0068
H  -2.0923  -3.6770  2.9477
H  -1.4030  -3.3865  4.4608
C  4.6065  -0.0834  -1.3224
O  5.7795  -0.2724  -1.5931
N  4.1471  0.9987  -0.6308
N  3.6169  -0.9164  -1.7919
H  4.8242  1.6044  -0.1907
H  3.2010  1.3385  -0.7016
H  3.9495  -1.6352  -2.4079
H  2.6331  -0.7716  -1.6856
C  -1.7207  -2.7112  -3.2727
O  -0.8380  -2.6307  -2.4346
N  -1.7383  -1.9942  -4.4279
N  -2.8007  -3.5475  -3.0873
H  -2.4469  -2.1424  -5.1222
H  -1.1090  -1.2218  -4.5427
H  -2.8006  -4.0227  -2.2045
H  -3.6018  -3.5552  -3.6888
C  0.0743  1.2378  -0.3812
O  1.1836  1.7067  -0.5968
N  -0.4040  0.1112  -1.0058
N  -0.8577  1.8286  0.4130
H  0.1889  -0.4561  -1.5832
H  -1.3998  0.0083  -1.0980
H  -1.7355  1.4215  0.6738
H  -0.6343  2.7634  0.7028
C  3.9635  3.5827  1.7690
O  4.9335  3.0953  1.2245
N  4.0327  4.8095  2.3829
N  2.7636  2.9258  1.9233
H  4.9043  5.3026  2.3225
H  3.2174  5.3304  2.6482
H  2.0845  3.3789  2.5140
H  2.3692  2.4756  1.1064

Cartesian forces (eV/Å) of the 3 atoms listed first:
C -0.4 -0.6 0.2
O 0.3 0.2 -0.2
N 0.0 0.5 -0.3

=====

Entry from OMol25: a structure of composition C20H20F3N7O9STc (the ωB97M-V functional and the def2-TZVPD basis).

Results
**HOMO energy (spin up / spin down)**: -7.9 / -8.5 eV
**Frontier orbital gap (spin up / spin down)**: 8.388 / 7.228 eV
**LUMO energy (spin up / spin down)**: 0.5 / -1.2 eV
**<S²>**: 3.765
**Calculated total energy**: -71108.348 eV
**Multiplicity**: 4

Geometry (Å):
Tc  -1.1378  0.0221  0.0040
O  -0.9335  -3.8188  -3.2043
C  -1.0075  -4.5556  -2.0657
C  -1.3912  -5.8881  -2.1789
C  -1.5296  -6.6690  -1.0462
C  -1.3000  -6.1342  0.2181
C  -0.9333  -4.8067  0.3310
C  -0.7689  -4.0097  -0.8002
C  -0.4744  -2.5788  -0.6587
O  -0.9598  -1.9380  0.3818
N  0.1401  -1.9470  -1.6103
N  0.0558  -0.5827  -1.3845
C  1.1125  0.1969  -1.8880
C  1.9183  0.9474  -0.8700
C  3.1528  1.4394  -1.3003
C  4.0053  2.1147  -0.4527
C  3.6227  2.2959  0.8736
C  2.4139  1.8117  1.3234
C  1.5389  1.1324  0.4692
O  0.3910  0.6972  1.0184
H  -0.4657  -2.9854  -2.9880
H  -1.5695  -6.2909  -3.1666
H  -1.8257  -7.7046  -1.1492
H  -1.4161  -6.7454  1.1020
H  -0.7739  -4.3570  1.3017
H  1.7470  -0.4348  -2.5121
H  3.4355  1.2819  -2.3344
H  4.9535  2.4887  -0.8118
H  4.2756  2.8165  1.5618
H  2.1084  1.9411  2.3531
C  -2.3349  3.0414  2.7255
C  -2.7283  2.1426  1.5700
C  -4.2283  1.9282  1.4860
O  -2.1394  0.8156  1.7787
C  -2.2221  2.7233  0.2350
O  -2.4918  3.8615  -0.0584
O  -1.5691  1.8935  -0.5424
H  -2.8184  2.7211  3.6480
H  -2.6349  4.0606  2.4902
H  -1.2513  3.0416  2.8668
H  -4.5961  1.5188  2.4259
H  -4.4862  1.2310  0.6870
H  -4.7154  2.8815  1.2881
H  -1.3531  0.9267  2.3380
N  -3.8798  -2.7385  -3.5823
N  -3.6204  -1.6469  -2.7738
N  -4.1891  -0.4736  -2.9516
C  -3.6489  0.2248  -1.9644
N  -2.8199  -0.5304  -1.2338
N  -2.8232  -1.7385  -1.7771
H  -4.0408  -2.3687  -4.5134
H  -3.0365  -3.3149  -3.5632
H  -3.8125  1.2760  -1.8104
F  -0.3561  2.1116  -6.2934
C  -0.1004  2.3403  -5.0074
F  -1.0502  3.1125  -4.5020
F  1.0691  2.9523  -4.9014
S  -0.0855  0.7082  -4.1402
O  -1.4519  0.3206  -3.9809
O  0.8324  -0.1482  -4.8184
O  0.5195  1.2263  -2.8048

Cartesian forces (eV/Å) of the 3 atoms listed first:
Tc 0.2 0.0 0.1
O -0.1 -0.2 -0.1
C 0.0 -0.1 0.0

=====

Question: The lowest calculated total energy belongs to which entry?
Answer: C18H38N2O30S7